DFT (the ωB97M-V functional and the def2-TZVPD basis) results for C34H94N8O9 as an isolated structure at a distorted geometry.

Each line ends with the Löwdin charge.
Positions of all 145 atoms, in Å:
1 C -5.82529 0.89263 0.02766  -0.037
2 C -4.70360 -0.10446 0.35851  -0.389
3 C -3.72351 0.47437 1.37719  -0.185
4 O -3.20724 1.71249 0.92159  -0.175
5 C -2.08978 2.19635 1.60629  -0.111
6 N -5.35360 -1.27651 0.96046  0.000
7 H -6.05048 1.38478 0.97929  0.082
8 H -6.72816 0.45046 -0.38870  0.077
9 H -5.54376 1.70667 -0.64078  0.078
10 H -4.11853 -0.39862 -0.51430  0.087
11 H -2.86397 -0.20174 1.47678  0.110
12 H -4.21307 0.62965 2.34713  0.133
13 H -1.24928 1.49549 1.70937  0.049
14 H -2.34514 2.34801 2.66966  0.087
15 H -1.84234 3.15358 1.15918  0.082
16 H -6.11217 -0.98471 1.56825  0.110
17 H -4.69578 -1.73664 1.58699  -0.010
18 C 0.37396 3.83289 -4.25498  -0.060
19 C 0.68643 2.81716 -3.14983  -0.392
20 C 1.34133 3.46875 -1.93631  -0.220
21 O 2.18289 4.49325 -2.36064  -0.189
22 C 2.62338 5.32036 -1.30026  -0.086
23 N -0.62201 2.22888 -2.77718  0.053
24 H 1.31676 4.16968 -4.70065  0.077
25 H -0.10805 4.72726 -3.86025  0.085
26 H -0.14833 3.40477 -5.11084  0.070
27 H 1.32345 2.08416 -3.64736  0.109
28 H 1.87259 2.67205 -1.38289  0.104
29 H 0.62930 3.75265 -1.14770  0.123
30 H 3.35250 4.76125 -0.69799  0.086
31 H 1.79804 5.52388 -0.61377  0.066
32 H 3.05770 6.18958 -1.78390  0.095
33 H -1.30420 2.13953 -3.51544  0.065
34 H -0.36999 1.27837 -2.53261  0.017
35 C 1.73873 3.75238 2.33581  -0.037
36 C 0.84551 4.67412 3.17378  -0.447
37 C -0.03432 5.62090 2.36672  -0.191
38 O 0.71889 6.27051 1.37705  -0.187
39 C 1.70151 7.16440 1.78654  -0.125
40 N 0.07590 3.84318 4.10372  0.041
41 H 1.19269 3.17526 1.58483  0.065
42 H 2.22760 3.04843 3.00973  0.081
43 H 2.47459 4.36013 1.81079  0.068
44 H 1.56941 5.27115 3.75038  0.123
45 H -0.61872 6.27229 3.02710  0.129
46 H -0.79990 4.93739 1.98478  0.109
47 H 2.51409 6.75391 2.39815  0.086
48 H 1.37234 8.09731 2.25934  0.094
49 H 2.19148 7.46669 0.85619  0.087
50 H 0.71807 3.18330 4.51961  0.063
51 H -0.39363 4.34847 4.84319  0.073
52 C 1.82891 -2.00302 -4.00009  -0.062
53 C 1.48785 -0.57446 -4.39197  -0.430
54 C 1.85564 -0.33196 -5.88151  -0.195
55 O 1.40588 0.97665 -6.16767  -0.220
56 C 1.62026 1.38260 -7.52122  -0.079
57 N 0.03690 -0.39558 -4.23385  0.056
58 H 1.46107 -2.70373 -4.74999  0.085
59 H 1.41878 -2.17252 -3.00343  0.072
60 H 2.91309 -1.97613 -3.85987  0.073
61 H 2.06709 -0.01364 -3.65532  0.117
62 H 1.36935 -1.09801 -6.48941  0.129
63 H 2.95182 -0.38081 -5.91206  0.129
64 H 0.93449 0.86997 -8.20474  0.087
65 H 2.65292 1.10150 -7.73856  0.086
66 H 1.39337 2.44224 -7.60082  0.085
67 H -0.45753 -1.10664 -4.76095  0.089
68 H -0.23175 0.51520 -4.57917  0.054
69 C 5.80228 2.41575 -2.70995  -0.067
70 C 5.89932 1.42672 -1.57658  -0.432
71 C 4.82605 0.35094 -1.67246  -0.213
72 O 5.02317 -0.64529 -0.68260  -0.187
73 C 4.36692 -1.85153 -1.03486  -0.101
74 N 7.24691 0.81043 -1.56832  0.027
75 H 6.67552 3.07301 -2.67139  0.079
76 H 4.98004 3.11731 -2.53823  0.069
77 H 5.75177 1.98668 -3.71021  0.079
78 H 5.89422 1.96773 -0.62755  0.140
79 H 4.73315 -0.09294 -2.67152  0.123
80 H 3.85312 0.81874 -1.43841  0.119
81 H 5.03421 -2.50901 -1.60396  0.090
82 H 3.48817 -1.67531 -1.65472  0.049
83 H 4.06938 -2.42164 -0.15629  0.084
84 H 7.39346 0.24702 -2.41026  0.071
85 H 7.18148 0.03867 -0.89964  0.062
86 C -0.77931 -1.11383 4.15825  -0.077
87 C -1.33233 -2.07555 5.19855  -0.418
88 C -0.24579 -2.50337 6.18542  -0.195
89 O 0.63657 -3.28428 5.41230  -0.229
90 C 1.52588 -4.07485 6.16774  -0.104
91 N -2.46640 -1.39537 5.84863  0.043
92 H 0.05312 -1.60052 3.64112  0.065
93 H -0.45042 -0.17336 4.60712  0.088
94 H -1.48066 -0.87616 3.35669  0.060
95 H -1.65818 -2.94268 4.61276  0.124
96 H -0.60728 -3.08008 7.04432  0.128
97 H 0.25577 -1.59677 6.55643  0.134
98 H 1.07542 -4.71251 6.93367  0.089
99 H 2.23106 -3.39811 6.66655  0.091
100 H 2.14719 -4.72663 5.55528  0.086
101 H -2.30556 -1.41027 6.84837  0.060
102 H -2.64884 -0.45358 5.54596  0.057
103 C -2.88990 -1.10675 -2.58628  -0.058
104 C -3.91152 -2.23446 -2.57384  -0.419
105 C -4.53213 -2.59544 -1.23318  -0.235
106 O -3.50563 -2.71756 -0.29585  -0.128
107 C -3.90196 -3.07985 1.00045  -0.117
108 N -4.93647 -2.04183 -3.63608  0.038
109 H -2.91047 -0.66615 -3.59165  0.072
110 H -1.84310 -1.37577 -2.48243  0.062
111 H -3.20785 -0.26179 -1.96675  0.068
112 H -3.33467 -3.11873 -2.87392  0.131
113 H -5.14842 -3.50647 -1.25656  0.137
114 H -5.24183 -1.79007 -0.96590  0.096
115 H -3.03892 -3.07468 1.66080  0.098
116 H -4.30420 -4.09874 0.94864  0.096
117 H -4.71954 -2.51045 1.45794  0.001
118 H -5.19841 -1.05367 -3.57045  0.066
119 H -5.78851 -2.45656 -3.24929  0.062
120 C 0.23839 -4.45283 0.46586  -0.035
121 C -0.03375 -4.61658 1.97043  -0.422
122 C -0.73972 -5.95406 2.36126  -0.182
123 O -1.93163 -6.06110 1.59427  -0.194
124 C -3.11437 -6.12857 2.34761  -0.136
125 N 1.23613 -4.59199 2.69066  0.051
126 H 0.95331 -3.63355 0.36639  0.059
127 H -0.66313 -4.12573 -0.05616  0.072
128 H 0.62982 -5.34313 -0.02264  0.084
129 H -0.71973 -3.86703 2.39307  0.116
130 H -0.91124 -6.02189 3.43601  0.119
131 H -0.09530 -6.76089 2.00507  0.121
132 H -4.01594 -6.23217 1.74759  0.080
133 H -3.22293 -5.21967 2.95260  0.079
134 H -3.07813 -6.99608 3.01863  0.087
135 H 1.83631 -3.96835 2.16034  0.056
136 H 1.06461 -4.05017 3.53451  0.033
137 C 0.34745 -0.29634 1.21134  -0.088
138 C 0.78860 0.49931 -0.00808  -0.330
139 O 1.21769 -0.31398 -1.07904  -0.071
140 H 1.12867 -1.03738 1.38603  0.081
141 H -0.58584 -0.80110 0.94962  0.077
142 H 0.20670 0.40092 2.03398  0.050
143 H 1.53153 1.22128 0.37121  0.095
144 H 0.01226 1.18336 -0.37796  0.098
145 H 0.62193 -0.16039 -1.81949  0.033

Values from the calculation:
**Frontier orbital gap**: 9.297 eV
**Total energy**: -2466.6284 a.u.
**Charge**: 0
**Relative energy (zero: lowest compared OMol25 entry of this formula, charge and spin)**: 7.487 eV
**Largest force on an atom**: 8.6 eV/Å
**HOMO**: -8.739 eV